41
Properties=species:S:1:pos:R:3 method="wB97M-V/def2-TZVPD" orbital_gap_ev=10.17 energy_ev=-20443.6690 total_charge=+1 e_homo_ev=-13.22
C 0.4343 -0.7276 -2.4981
C -0.2314 -1.0118 -1.1509
C -1.6801 -0.5646 -1.0665
C -2.6011 -1.1796 -0.0281
C -1.9865 0.9498 -0.8084
C -1.6871 1.6769 -2.0395
N 0.4956 -0.2720 -0.0428
H 1.2254 -1.3888 -2.9293
H 0.8529 0.3301 -2.6011
H -0.3627 -0.7324 -3.3233
H -0.0146 -2.0909 -0.8100
H -2.0084 -0.8508 -2.0900
H -2.4836 -2.3322 -0.1247
H -3.7011 -1.0424 -0.1609
H -2.3238 -0.9356 1.0709
H -1.3427 1.3479 0.1028
H -2.9635 0.9906 -0.5849
H -1.0586 2.5957 -1.7022
H -2.5861 2.2353 -2.5233
H -1.2082 1.2559 -2.8544
H 0.4549 0.7841 -0.1384
H 1.6081 -0.4926 -0.0990
H 0.1928 -0.4541 0.8585
H 4.2588 -0.0994 0.2744
H 3.5148 -0.1731 -1.2882
O 3.4487 0.1557 -0.3344
H 1.8291 -3.1470 -0.7594
H 3.0907 -2.5019 -0.1989
O 2.2471 -2.2677 -0.5665
H -0.1665 -1.1304 3.3278
H -1.7433 -1.3482 3.1340
O -0.9907 -0.9234 2.7540
H -1.3806 1.4493 3.1027
H 0.0582 1.7382 3.7532
O -0.5099 1.9063 2.9222
H 2.4414 -0.0964 2.6009
H 1.2354 0.6647 2.2653
O 1.4650 -0.2817 2.5416
H 2.0890 2.1739 0.6340
H 0.9649 3.3271 0.5409
O 1.1233 2.4630 0.8399

24
Properties=species:S:1:pos:R:3 method="wB97M-V/def2-TZVPD" orbital_gap_ev=8.77 energy_ev=-14895.7752 total_charge=+1 e_homo_ev=-12.18 smiles="Cn1c[n+](C)c2c1NC=N[C@@H]2N"
C -1.7924 0.5343 2.5051
N -0.7297 0.4402 1.5229
C 0.5583 0.1643 1.8171
N 1.1709 0.1593 0.6435
C 2.5585 -0.2079 0.4854
C 0.3219 0.2043 -0.4292
C -0.9227 0.3973 0.1773
N -2.0396 0.4074 -0.5430
C -1.9540 -0.0188 -1.8986
N -0.8099 -0.1046 -2.4561
C 0.4610 0.0736 -1.9003
N 1.4905 -1.3052 -2.1077
H -2.4691 -0.3605 2.4024
H -1.2069 0.4770 3.4381
H -2.3452 1.4569 2.3360
H 1.1723 0.5271 2.6500
H 2.8303 -1.1402 1.0363
H 2.6187 -0.1966 -0.5177
H 3.1875 0.6115 0.7884
H -3.0105 0.3755 -0.0317
H -2.9127 -0.1676 -2.3250
H 1.1728 0.9106 -2.3576
H 0.8340 -2.1074 -2.1045
H 1.8159 -1.1306 -3.1312

99
Properties=species:S:1:pos:R:3 method="wB97M-V/def2-TZVPD" orbital_gap_ev="2.64 / 2.58" energy_ev=-107045.2685 total_charge=-2 e_homo_ev="0.76 / 0.82"
Cs -0.1053 -0.1783 0.8020
N -1.9194 5.0474 1.9713
C -2.5106 3.7251 1.5214
C -4.0259 3.8067 1.4774
P -1.7657 2.5144 2.7308
O -2.7616 2.6436 3.9789
O -0.4424 3.1801 3.0312
O -1.7651 1.1776 2.0946
P -1.8911 3.6061 -0.2712
O -0.3412 3.1266 -0.1076
O -1.8425 5.0392 -0.6978
O -2.7021 2.5730 -0.9621
H -2.4824 5.5107 2.6806
H -1.8006 5.6412 1.1432
H -1.0070 4.7186 2.4018
H -4.4419 4.0278 2.4641
H -4.4041 2.8395 1.1494
H -4.3568 4.5557 0.7543
H -2.5799 2.0193 4.7134
H -0.2955 2.4392 0.5645
N 2.4575 1.5695 0.4798
C 3.1835 1.1914 -0.7244
C 2.3128 1.4027 -1.9558
C 1.2701 0.3335 -2.1854
O 1.3748 -0.8091 -1.8179
O 0.1922 0.7949 -2.8275
H 2.2469 2.5609 0.4986
H 2.9642 1.3341 1.3241
H 3.4561 0.1376 -0.6457
H 4.1111 1.7623 -0.8657
H 2.9352 1.4007 -2.8580
H 1.8093 2.3713 -1.9259
S -1.1882 -0.2559 8.2042
C -2.6342 0.6991 8.4221
C -3.3043 0.8393 7.2386
C -2.6930 0.2013 6.1414
C -1.5035 -0.4809 6.4846
C -0.6176 -1.2187 5.6691
C -0.7755 -1.1574 4.2527
N 0.0163 -1.6852 3.3702
C 1.1189 -2.3964 3.7961
C 1.3488 -2.5800 5.1939
C 2.4845 -3.3673 5.5763
C 3.3263 -3.8920 4.6525
C 3.1435 -3.6721 3.2454
C 4.0273 -4.1547 2.2899
C 3.8146 -3.8663 0.9137
C 2.6607 -3.0846 0.6296
N 1.8045 -2.6182 1.4976
C 2.0153 -2.8952 2.8399
C 4.6855 -4.2822 -0.1280
C 4.6196 -4.0794 -1.5109
C 5.6948 -4.6475 -2.2180
C 6.6069 -5.2955 -1.4292
S 6.1386 -5.2061 0.2428
C 0.4908 -1.9847 6.1153
H -2.9036 1.0920 9.3890
H -4.2378 1.3853 7.1589
H -3.1902 0.0636 5.1889
H -1.6050 -0.5844 3.8450
H 2.6645 -3.5340 6.6343
H 4.1809 -4.4833 4.9690
H 4.8809 -4.7413 2.6144
H 2.4565 -2.8241 -0.4081
H 3.8153 -3.5400 -1.9914
H 5.7941 -4.5819 -3.2953
H 7.5055 -5.8087 -1.7310
H 0.6849 -2.1175 7.1755
C 0.6551 -0.6127 -5.2550
Si -0.6400 0.2189 -4.1615
C -1.9562 -1.0351 -3.6080
C -1.2575 -2.3588 -3.2718
C -2.6675 -0.5093 -2.3525
C -2.9881 -1.2964 -4.7132
C -1.2640 1.8067 -5.0062
C -0.1398 2.8501 -4.9216
C -1.5649 1.5307 -6.4859
C -2.5113 2.3917 -4.3335
H 0.1736 -1.1444 -6.0808
H 1.2416 -1.3402 -4.6909
H 1.3378 0.1222 -5.6885
H -0.4788 -2.2177 -2.5194
H -0.8014 -2.8076 -4.1579
H -1.9900 -3.0696 -2.8744
H -1.9627 -0.3858 -1.5303
H -3.4295 -1.2290 -2.0339
H -3.1415 0.4603 -2.4989
H -2.5149 -1.6457 -5.6370
H -3.5749 -0.4061 -4.9427
H -3.6830 -2.0771 -4.3856
H 0.8036 2.4784 -5.3333
H 0.0286 3.1473 -3.8859
H -0.4221 3.7436 -5.4892
H -0.6789 1.1846 -7.0258
H -1.9049 2.4556 -6.9654
H -2.3539 0.7849 -6.6089
H -2.3731 2.5689 -3.2637
H -3.3751 1.7342 -4.4494
H -2.7657 3.3489 -4.8039

47
Properties=species:S:1:pos:R:3 method="wB97M-V/def2-TZVPD" orbital_gap_ev=8.84 energy_ev=-26080.8836 total_charge=+1 e_homo_ev=-11.10
C -0.0169 -0.3912 2.7199
C -0.5542 -0.4343 1.2866
C 0.5888 -0.4282 0.2596
C 0.0489 -0.4183 -1.1327
C -0.5609 -1.5118 -1.6260
N -1.2587 -1.5321 -2.8456
C 0.2184 0.8365 -1.9260
N -1.4140 0.8007 1.0825
H -0.7759 -0.3855 3.4709
H 0.6042 0.5216 2.9163
H 0.6345 -1.2776 2.9371
H -1.1694 -1.3798 1.1736
H 1.2747 0.4350 0.3850
H 1.2876 -1.2914 0.3877
H -0.6509 -2.4129 -1.0719
H -1.3985 -2.4477 -3.2804
H -0.9349 -0.8276 -3.4587
H 0.7655 0.6246 -2.9199
H -0.7347 1.3396 -2.0910
H 0.8495 1.6040 -1.3729
H -1.6914 0.8928 0.0571
H -0.9120 1.6431 1.3658
H -2.2767 0.7227 1.6244
H -3.6935 -0.5360 0.1559
H -4.4273 -0.7732 1.4565
O -3.5955 -0.6029 1.1093
H 2.9959 1.8081 0.8397
H 3.1365 3.1460 0.2044
O 2.6241 2.6910 0.8188
H 2.7194 -2.5405 -0.4863
H 3.4779 -1.7388 -1.5673
O 3.4550 -1.8981 -0.6543
H 1.5968 -4.4759 -0.7936
H 1.6117 -4.0783 0.6640
O 1.5327 -3.7304 -0.1880
H -2.3806 3.6083 -0.7339
H -0.9242 3.2963 -0.0066
O -1.7060 2.8798 -0.5614
H 0.1514 4.0340 2.0589
H 1.0310 3.0204 1.1641
O 0.0896 3.2672 1.4123
H -2.9223 -0.6778 -2.0639
H -4.4552 -0.8632 -2.0056
O -3.7744 -0.3809 -1.5555
H 3.5182 -0.4910 0.3811
H 4.4464 0.1529 1.3967
O 3.5696 0.2007 1.0134

Calculated energy relative to the best compared isomer or geometry (same formula, charge and spin), 277.7 117.0 0.0 131.4 kJ/mol (same order as the records).